Computed, not measured: 2 unconnected molecules or ions with the total composition C5H9ClP, with ωB97M-V/def2-TZVPD.

Last column: Mulliken charge in e.
Geometry (Å):
C 0.61831 1.73528 0.21106  -0.4405
H 2.57600 1.86434 -0.67447  0.4640
C 1.77343 1.23081 -0.34029  -0.4929
H -0.19334 -1.92640 1.45216  0.3560
H 0.31009 2.66970 0.63023  0.4336
C -0.42519 -2.18017 0.40958  -0.9148
Cl -3.45486 0.67863 -0.16215  -0.2752
P -0.05556 -0.64998 -0.64959  0.3675
H -1.53636 -2.36039 0.41827  0.3384
H -4.54724 1.33804 -0.01259  0.2657
C -0.35763 0.76757 0.24214  -0.0831
H 0.14747 -2.98008 0.07821  0.3787
H -1.32622 1.10629 0.61863  0.3839
H 2.25590 -0.52125 0.12482  0.3780
C 1.78148 -0.24411 -0.72353  -0.5780
H 2.43372 -0.52828 -1.62249  0.4187

The calculation puts the max |F| at 0.078 Eh/bohr. The net charge is +1. As for the multiplicity: 3. The HOMO energy (alpha / beta) is -12.083 / -15.128 eV.